[1]
88
Properties=species:S:1:pos:R:3 method="wB97M-V/def2-TZVPD" total_energy_ev=-79535.5495 lumo_energy_ev="4.1 / 4.1" homo_energy_ev="-0.57 / -1.96" relative_energy_kcal_mol=5.42 charge=-2 spin_multiplicity=2
Cd -0.853 -0.740 0.265
O -0.154 -0.952 -2.697
C -1.225 -1.299 -3.573
C -2.245 -0.189 -3.797
C -2.837 0.418 -2.509
C -2.006 1.548 -1.958
C -2.194 2.831 -2.461
C -1.412 3.873 -1.993
C -0.443 3.601 -1.050
C -0.301 2.296 -0.608
N -1.062 1.289 -1.048
H 0.074 -0.024 -2.822
H -1.709 -2.161 -3.115
H -0.824 -1.619 -4.544
H -3.050 -0.615 -4.402
H -1.797 0.609 -4.403
H -2.974 -0.363 -1.762
H -3.824 0.825 -2.738
H -2.971 2.999 -3.197
H -1.569 4.884 -2.353
H 0.171 4.375 -0.614
H 0.454 2.030 0.120
O -2.780 -6.512 -1.652
C -2.402 -5.434 -1.240
C -3.241 -4.209 -1.042
O -4.460 -4.119 -1.198
C -2.330 -3.158 -0.631
C -1.002 -3.664 -0.471
O -0.039 -2.958 -0.078
C -0.990 -5.089 -0.844
O -0.041 -5.852 -0.846
O -2.640 -1.938 -0.425
N -0.910 -1.397 2.496
N -0.285 -0.424 3.345
C -0.514 0.897 2.949
N 0.301 1.805 3.575
N -1.477 1.113 2.106
N -1.745 2.428 1.637
O -2.922 2.582 1.133
O -1.071 3.454 2.099
H -1.900 -1.491 2.772
H -0.449 -2.281 2.678
H 0.726 -0.577 3.330
H 1.244 1.450 3.696
H 0.177 2.717 3.132
C 5.400 1.311 1.888
C 4.193 2.216 1.662
C 3.646 2.725 2.991
C 4.566 3.387 0.763
O 3.156 1.540 0.941
P 2.596 0.049 1.279
O 2.663 -0.212 2.747
O 1.277 0.017 0.570
O 3.662 -0.924 0.585
C 3.788 -1.188 -0.832
C 2.763 -2.238 -1.232
C 3.611 0.080 -1.659
C 5.206 -1.726 -0.986
H 6.193 1.876 2.385
H 5.782 0.937 0.936
H 5.124 0.459 2.511
H 4.392 3.350 3.488
H 3.399 1.881 3.635
H 2.746 3.321 2.819
H 5.341 3.998 1.231
H 3.686 4.007 0.580
H 4.937 3.021 -0.198
H 1.746 -1.854 -1.169
H 2.819 -3.108 -0.578
H 2.948 -2.558 -2.262
H 2.610 0.490 -1.518
H 3.745 -0.164 -2.715
H 4.341 0.843 -1.378
H 5.324 -2.624 -0.376
H 5.936 -0.983 -0.660
H 5.402 -1.982 -2.030
O -3.776 -1.653 2.931
N -4.460 -1.105 1.959
C -4.612 0.231 1.888
C -5.317 0.804 0.853
C -5.901 0.000 -0.115
C -5.723 -1.375 -0.031
C -4.987 -1.901 1.002
H -4.077 0.785 2.642
H -5.340 1.882 0.801
H -6.452 0.439 -0.938
H -6.087 -2.062 -0.782
H -4.766 -2.949 1.108

[2]
16
Properties=species:S:1:pos:R:3 method="wB97M-V/def2-TZVPD" total_energy_ev=-8867.7543 lumo_energy_ev=0.9 homo_energy_ev=-9.89 smiles="[H]/N=C1/CCCCO1" relative_energy_kcal_mol=33.63 charge=0
H -1.602 -2.492 -1.193
N -1.126 -1.724 -1.670
C -0.395 -1.095 -0.851
C 0.496 0.032 -1.303
C 0.542 1.211 -0.346
C 0.365 0.866 1.141
C -0.321 -0.474 1.456
O -0.247 -1.488 0.449
H 1.494 -0.397 -1.444
H 0.120 0.387 -2.263
H -0.310 1.862 -0.603
H 1.436 1.828 -0.479
H 1.222 1.071 1.795
H -0.371 1.633 1.316
H -1.381 -0.268 1.638
H 0.077 -0.953 2.357

[3]
78
Properties=species:S:1:pos:R:3 method="wB97M-V/def2-TZVPD" total_energy_ev=-82849.9820 lumo_energy_ev=0.0 homo_energy_ev=-9.81 smiles="CCCNC(=O)O[C@](CCO)(COC)P(=O)(O)O.O=C1OC[C@@H](F)O1.O=C1OC[C@@H](F)O1.O=C1OC[C@@H](F)O1.O=C1OC[C@@H](F)O1" charge=0
C -0.990 4.998 2.953
C -1.229 3.951 4.036
C -0.633 2.583 3.692
N 0.621 2.292 4.446
C 1.770 2.441 3.656
O 2.449 3.422 3.573
O 1.972 1.327 2.894
C 2.912 1.323 1.790
C 4.349 1.264 2.328
C 5.484 1.155 1.311
O 5.829 -0.211 1.106
C 2.710 2.517 0.860
O 1.380 2.577 0.411
C 1.241 3.015 -0.924
P 2.431 -0.284 1.039
O 2.852 -1.461 1.798
O 3.026 -0.178 -0.452
O 0.865 -0.203 0.746
H -1.321 5.986 3.275
H 0.072 5.065 2.705
H -1.531 4.749 2.038
H -2.301 3.840 4.213
H -0.785 4.278 4.977
H -1.336 1.792 3.942
H -0.433 2.525 2.614
H 0.581 1.338 4.783
H 4.420 0.400 2.993
H 4.494 2.163 2.929
H 6.347 1.697 1.707
H 5.225 1.616 0.356
H 6.062 -0.344 0.184
H 3.405 2.416 0.022
H 2.963 3.430 1.404
H 0.185 2.946 -1.173
H 1.567 4.055 -1.047
H 1.815 2.379 -1.608
H 3.476 -1.015 -0.638
H 0.377 -0.536 1.511
O -1.222 1.225 -5.253
C -0.803 0.525 -4.394
O -0.331 0.938 -3.201
C -0.104 -0.207 -2.372
C 0.053 -1.311 -3.401
F -0.459 -2.492 -2.979
O -0.718 -0.834 -4.482
H -0.987 -0.393 -1.760
H 0.764 -0.044 -1.744
H 1.076 -1.484 -3.742
O -4.764 0.015 -2.054
C -4.581 -0.791 -2.903
O -3.369 -1.180 -3.357
C -3.537 -2.301 -4.228
C -4.976 -2.132 -4.672
F -5.609 -3.316 -4.852
O -5.562 -1.451 -3.577
H -3.410 -3.227 -3.666
H -2.807 -2.252 -5.030
H -5.113 -1.529 -5.572
O -1.969 -5.123 -4.407
C -1.373 -5.132 -5.430
O -1.485 -6.073 -6.393
C -0.760 -5.641 -7.545
C 0.218 -4.642 -6.955
F 0.446 -3.593 -7.778
O -0.461 -4.189 -5.802
H -1.437 -5.132 -8.233
H -0.295 -6.495 -8.028
H 1.180 -5.063 -6.657
O -3.302 1.587 6.544
C -2.630 0.636 6.744
O -1.476 0.349 6.088
C -0.858 -0.778 6.711
C -2.029 -1.433 7.423
F -1.671 -1.969 8.612
O -2.901 -0.345 7.647
H -0.127 -0.435 7.445
H -0.382 -1.403 5.961
H -2.552 -2.195 6.843

[4]
44
Properties=species:S:1:pos:R:3 method="wB97M-V/def2-TZVPD" total_energy_ev=-185812.6467 lumo_energy_ev=-5.9 homo_energy_ev=-12.10 charge=+1
C -0.991 -5.399 -2.990
C -2.180 -4.404 -2.887
C -3.342 -4.629 -3.892
Br -2.977 -5.853 -5.366
S -4.936 -5.205 -3.096
S -4.630 -7.202 -2.523
Br -5.263 -4.043 -1.251
H -0.230 -5.006 -3.665
H -1.274 -6.430 -3.208
H -0.518 -5.419 -2.000
H -2.508 -4.403 -1.842
H -1.786 -3.399 -3.069
H -3.626 -3.668 -4.333
H -3.396 -7.503 -3.035
C 0.141 1.294 0.510
C 0.627 -0.140 0.551
O 0.374 -0.819 -0.690
C 1.234 -0.544 -1.669
O 2.177 0.187 -1.599
O 0.849 -1.221 -2.755
C 1.646 -0.953 -3.913
H -0.910 1.333 0.215
H 0.252 1.766 1.486
H 0.702 1.879 -0.218
H 0.080 -0.693 1.314
H 1.685 -0.196 0.806
H 2.704 -1.099 -3.705
H 1.464 0.061 -4.266
H 1.339 -1.655 -4.685
C 3.220 4.863 5.778
C 3.364 5.024 4.279
O 2.331 4.321 3.575
C 1.152 4.936 3.539
O 0.893 6.002 4.019
O 0.298 4.148 2.882
C -1.036 4.655 2.838
H 3.171 3.806 6.046
H 4.063 5.319 6.296
H 2.303 5.331 6.138
H 4.304 4.585 3.949
H 3.375 6.075 3.988
H -1.058 5.673 2.454
H -1.487 4.612 3.829
H -1.600 4.014 2.165

[5]
15
Properties=species:S:1:pos:R:3 method="wB97M-V/def2-TZVPD" total_energy_ev=-10664.3858 lumo_energy_ev=0.6 homo_energy_ev=-7.47 relative_energy_kcal_mol=244.79 charge=0
C 0.401 0.660 0.225
C -0.617 1.878 0.332
C -1.619 1.302 -0.437
H 2.767 -0.977 1.751
H 2.867 -0.663 -0.348
H -0.358 2.812 0.973
H -2.734 1.763 -0.710
H -2.114 -0.470 -1.686
H 0.935 -1.949 0.283
H -1.327 -2.241 0.070
N 2.147 -0.624 0.630
N 1.397 0.606 0.880
N -1.530 -0.054 -0.745
N -0.099 -0.308 -0.647
N -0.116 -1.733 -0.572

[6]
109
Properties=species:S:1:pos:R:3 method="wB97M-V/def2-TZVPD" total_energy_ev=-53332.5563 lumo_energy_ev=-5.5 homo_energy_ev=-10.39 relative_energy_kcal_mol=6.10 charge=+1
C 4.887 0.724 -0.566
C 5.243 1.492 -1.822
C 6.400 2.425 -1.422
C 5.847 0.563 -2.880
C 4.003 2.279 -2.408
C 4.253 3.631 -2.682
C 3.344 4.453 -3.346
C 2.205 3.864 -3.881
C 1.958 2.487 -3.711
C 0.876 1.939 -4.690
C 0.669 0.441 -4.620
C 1.268 2.242 -6.143
C -0.427 2.649 -4.353
C 2.697 1.764 -2.739
N 2.151 0.569 -2.118
C 1.062 0.374 -1.274
B -0.230 1.123 -0.759
H -1.016 0.520 0.229
N 1.105 -0.949 -0.878
C 0.227 -1.652 0.042
C -0.661 -2.668 -0.426
C -0.777 -3.213 -1.903
C -2.167 -3.796 -2.203
C 0.254 -4.334 -2.048
C -0.572 -2.117 -2.939
C -1.497 -3.305 0.505
C -1.490 -2.950 1.847
C -0.731 -1.862 2.255
C 0.294 -1.364 1.431
C 1.393 -0.541 2.174
C 0.910 0.888 2.395
C 2.697 -0.513 1.403
C 1.746 -1.129 3.550
C 2.183 -1.572 -1.507
C 2.702 -0.698 -2.383
H 4.363 -0.212 -0.777
H 5.809 0.440 -0.040
H 4.303 1.343 0.129
H 6.873 2.903 -2.287
H 6.105 3.200 -0.708
H 7.183 1.828 -0.936
H 6.082 1.132 -3.790
H 6.785 0.141 -2.498
H 5.185 -0.265 -3.140
H 5.185 4.092 -2.338
H 3.559 5.511 -3.512
H 1.526 4.482 -4.480
H -0.063 0.151 -5.390
H 0.259 0.144 -3.655
H 1.588 -0.117 -4.837
H 1.385 3.313 -6.339
H 2.216 1.747 -6.386
H 0.503 1.852 -6.830
H -0.344 3.726 -4.542
H -1.235 2.281 -4.998
H -0.678 2.478 -3.296
H 0.162 2.244 -0.449
H -1.033 1.269 -1.679
H -2.955 -3.064 -1.976
H -2.254 -4.041 -3.271
H -2.380 -4.729 -1.666
H 1.269 -3.941 -1.942
H 0.094 -5.095 -1.272
H 0.179 -4.829 -3.023
H 0.475 -1.818 -2.991
H -0.831 -2.483 -3.945
H -1.203 -1.246 -2.720
H -2.182 -4.104 0.192
H -2.076 -3.541 2.561
H -0.843 -1.436 3.260
H 0.006 0.911 3.014
H 1.680 1.463 2.924
H 0.690 1.368 1.435
H 2.994 -1.511 1.046
H 2.626 0.172 0.563
H 3.506 -0.138 2.050
H 2.030 -2.185 3.472
H 2.605 -0.583 3.963
H 0.941 -1.044 4.285
H 2.489 -2.585 -1.287
H 3.464 -0.871 -3.119
C -4.848 2.761 7.836
O -4.761 3.411 6.535
C -4.397 2.609 5.492
C -4.715 3.026 4.165
C -4.434 2.181 3.111
C -3.809 0.909 3.320
C -3.680 -0.146 2.353
C -4.300 -1.420 2.626
C -4.600 -2.364 1.588
C -5.227 -3.589 1.847
C -5.448 -4.006 3.168
C -5.150 -3.116 4.212
C -4.719 -1.822 3.931
C -3.304 0.654 4.630
C -3.667 1.412 5.715
H -5.525 3.378 8.413
H -5.234 1.726 7.780
H -3.859 2.739 8.313
H -5.179 4.017 4.043
H -4.781 2.438 2.104
H -3.290 0.060 1.356
H -4.344 -2.067 0.568
H -5.561 -4.236 1.021
H -5.878 -4.989 3.399
H -5.290 -3.405 5.253
H -4.684 -1.122 4.760
H -2.736 -0.266 4.813
H -3.426 1.112 6.742

[7]
74
Properties=species:S:1:pos:R:3 method="wB97M-V/def2-TZVPD" total_energy_ev=-53795.7276 lumo_energy_ev=-4.6 homo_energy_ev=-11.29 relative_energy_kcal_mol=0.00 charge=+1
C 3.765 4.666 0.689
N 2.598 3.813 0.601
C 1.330 4.322 0.636
O 1.037 5.496 0.845
C 0.359 3.153 0.425
C -0.417 3.299 -0.876
C -1.283 4.519 -0.821
C -0.975 5.665 -1.552
F 0.116 5.660 -2.364
C -1.715 6.837 -1.428
F -1.366 7.942 -2.113
C -2.820 6.858 -0.573
F -3.547 7.983 -0.446
C -3.177 5.708 0.135
F -4.252 5.725 0.945
C -2.400 4.563 0.004
F -2.726 3.466 0.747
N 1.257 2.001 0.464
C 0.777 0.745 0.408
C 1.567 -0.387 0.272
C 1.093 -1.683 0.360
C 1.931 -2.834 0.253
C 1.339 -4.126 0.289
C 2.117 -5.274 0.231
C 3.517 -5.174 0.161
C 4.123 -3.907 0.119
C 3.348 -2.746 0.147
C 2.689 2.370 0.414
C 3.306 2.051 -0.957
C 3.496 1.719 1.550
H 3.440 5.711 0.653
H 4.304 4.478 1.628
H 4.446 4.462 -0.148
H -0.340 3.099 1.275
H 0.296 3.389 -1.708
H -1.028 2.398 -1.012
H -0.310 0.651 0.482
H 2.627 -0.250 0.086
H 0.042 -1.863 0.588
H 0.253 -4.166 0.388
H 1.626 -6.249 0.264
H 4.133 -6.072 0.155
H 5.213 -3.811 0.084
H 3.842 -1.769 0.126
H 2.759 2.590 -1.744
H 4.361 2.357 -0.959
H 3.248 0.982 -1.174
H 3.125 2.089 2.515
H 3.392 0.632 1.544
H 4.556 1.973 1.431
C -3.775 -5.366 -2.558
O -3.224 -4.270 -1.842
C -1.836 -4.106 -2.100
C -1.440 -2.727 -1.607
N -1.569 -2.658 -0.173
C -2.515 -1.701 0.375
C -3.250 -2.261 1.586
O -2.504 -3.334 2.153
C -3.198 -3.923 3.241
H -4.862 -5.305 -2.446
H -3.510 -5.325 -3.630
H -3.419 -6.336 -2.168
H -1.272 -4.870 -1.535
H -1.599 -4.210 -3.173
H -0.388 -2.572 -1.874
H -2.055 -1.935 -2.058
H -1.710 -3.568 0.258
H -1.960 -0.809 0.695
H -3.242 -1.429 -0.401
H -3.360 -1.460 2.341
H -4.248 -2.617 1.265
H -2.645 -4.820 3.527
H -3.268 -3.243 4.106
H -4.226 -4.217 2.978

[8]
21
Properties=species:S:1:pos:R:3 method="wB97M-V/def2-TZVPD" total_energy_ev=-31647.0896 lumo_energy_ev="-1.0 / -1.0" homo_energy_ev="-6.76 / -6.76" charge=0
C -1.491 -0.182 -2.160
C -2.718 1.011 -0.444
C -0.365 -0.057 -1.368
C -1.582 0.929 0.361
C -2.698 0.437 -1.677
C -0.363 0.386 -0.037
C -3.895 0.119 -2.334
C 1.650 -1.030 0.746
C 0.812 0.434 0.811
O -4.934 0.276 -2.906
P -4.142 -2.328 -1.750
S -2.842 -3.109 -2.951
H -1.508 -0.635 -3.120
H -3.569 1.541 -0.097
H 0.692 -0.451 -1.599
H -1.596 1.560 1.245
H 1.361 -1.596 1.701
H 2.637 -0.660 0.950
H 1.680 -1.531 -0.204
H 1.490 1.205 0.428
H 0.585 0.571 1.875

[9]
54
Properties=species:S:1:pos:R:3 method="wB97M-V/def2-TZVPD" total_energy_ev=-32914.0639 lumo_energy_ev="0.9 / -1.1" homo_energy_ev="-7.42 / -8.75" relative_energy_kcal_mol=1.48 charge=0 spin_multiplicity=2
Hg 0.123 0.850 -0.587
C -3.051 0.999 -2.022
C -3.385 -0.486 -2.047
C -3.100 -1.082 -3.429
C -2.685 -1.290 -0.987
C -3.095 -2.533 -0.485
C -2.122 -2.882 0.423
N -1.201 -1.908 0.459
N -1.541 -0.928 -0.413
B 0.071 -1.881 1.337
N 0.081 -0.656 2.277
C 0.099 -0.690 3.618
C 0.110 0.603 4.089
C 0.100 1.403 2.936
N 0.080 0.631 1.853
C 0.068 2.905 2.903
C 0.454 3.505 1.558
C -1.310 3.408 3.343
N 1.347 -1.926 0.463
C 2.255 -2.909 0.397
C 3.212 -2.561 -0.534
C 2.814 -1.303 -1.001
N 1.688 -0.940 -0.395
C 3.483 -0.438 -2.031
C 3.853 0.933 -1.467
C 2.626 -0.306 -3.290
H -3.699 1.538 -2.716
H -2.020 1.180 -2.335
H -3.182 1.428 -1.028
H -4.456 -0.593 -1.849
H -2.031 -1.027 -3.649
H -3.637 -0.533 -4.204
H -3.398 -2.130 -3.481
H -3.982 -3.086 -0.745
H -2.021 -3.748 1.057
H 0.062 -2.870 2.020
H 0.106 -1.633 4.137
H 0.130 0.930 5.114
H 0.802 3.241 3.644
H -0.294 3.277 0.795
H 1.419 3.135 1.207
H 0.515 4.591 1.638
H -2.076 3.068 2.643
H -1.332 4.498 3.371
H -1.573 3.034 4.333
H 2.153 -3.785 1.016
H 4.082 -3.123 -0.828
H 4.408 -0.956 -2.301
H 2.957 1.493 -1.189
H 4.392 1.518 -2.214
H 4.481 0.841 -0.581
H 1.690 0.212 -3.066
H 2.377 -1.284 -3.704
H 3.153 0.269 -4.052